[1]
The following is a quantum chemistry calculation of a 2-piece molecular cluster, C4H5NO overall at a distorted geometry, from the Open Molecules 2025 dataset.

Properties
Energy above the lowest of the compared OMol25 structures with the same formula, charge and spin: 78.8 kcal per mole
Frontier orbital gap: 9.81 eV
LUMO energy: 0.000 Eh

Atoms and positions in Å:
C: -0.38401 -1.26618 0.23226
C: -0.81616 -0.25892 -0.51305
C: -1.33550 0.99412 -0.05829
C: 1.24602 1.37882 -0.68694
N: 1.65343 1.36012 0.38688
O: -1.39523 1.46551 1.01118
H: -0.11574 -2.31991 -0.02351
H: -0.66620 -1.22137 1.29624
H: -0.82920 -0.23389 -1.57702
H: -1.75910 1.46359 -0.99236
H: 2.01527 1.50715 1.40403



[2]
The following is a quantum chemistry calculation of C25H29Cl2N6O5ReS2 as an isolated structure at a distorted geometry, from the Open Molecules 2025 dataset.

Properties
Multiplicity: 4
Net charge: +1
Energy above the lowest of the compared OMol25 structures with the same formula, charge and spin: 0.0 kcal per mole
Frontier orbital gap (alpha / beta): 6.71 / 5.89 eV
LUMO energy (alpha / beta): -0.132 / -0.170 Eh

Atoms and positions in Å:
Re: -0.10458 0.15067 0.16528
C: 0.77578 2.01376 3.88741
C: 0.88360 1.38546 2.55312
N: 0.17570 0.35017 2.22929
N: -0.59231 -0.14516 3.23266
C: -1.01256 -1.39291 2.99763
N: -1.82396 -1.89251 3.93591
S: -0.55120 -2.28276 1.65085
C: 1.79481 1.83618 1.49049
C: 2.74483 2.81445 1.64624
C: 3.62398 3.08389 0.60275
C: 3.53618 2.35668 -0.56990
C: 2.54474 1.40706 -0.68358
N: 1.68781 1.16146 0.31934
H: 0.62466 1.24887 4.64291
H: -0.10694 2.66383 3.90028
H: 1.65057 2.61220 4.13660
H: -2.29770 0.60536 2.64565
H: -2.11285 -1.33420 4.72333
H: -2.15382 -2.83253 3.84196
H: 2.79780 3.36662 2.57497
H: 4.37000 3.86220 0.71041
H: 4.21506 2.52721 -1.39627
H: 2.40760 0.82296 -1.58385
C: -2.41984 3.78237 -1.30844
S: -2.09586 3.14196 0.29398
O: -2.08933 4.19164 1.24976
O: -3.27281 2.20400 0.47678
O: -0.84608 2.34695 0.21982
H: -3.12961 4.60454 -1.18435
H: -2.86491 2.98755 -1.91083
H: -1.47990 4.15291 -1.72753
C: -2.83512 -2.81167 -3.89677
C: -3.00881 -2.37274 -2.59075
C: -1.92406 -2.29215 -1.72042
C: -0.64520 -2.64437 -2.14895
C: -0.49908 -3.15485 -3.44370
C: -1.57532 -3.21948 -4.31820
C: 0.59232 -2.47437 -1.34897
C: 0.94427 -1.56927 -0.43027
C: 2.38395 -1.58001 0.02240
C: 3.42681 -1.63647 -0.90608
C: 4.75748 -1.58139 -0.49785
C: 5.07076 -1.47069 0.85242
C: 4.04204 -1.43712 1.78704
C: 2.71665 -1.48880 1.37421
H: -3.68017 -2.85747 -4.57630
H: -3.99694 -2.10041 -2.23765
H: -2.08329 -1.99315 -0.69013
H: 0.48556 -3.47815 -3.77559
H: -1.43352 -3.60108 -5.32408
H: 1.37140 -3.18530 -1.61575
H: 3.19881 -1.69946 -1.96793
H: 5.54803 -1.62978 -1.24034
H: 6.10703 -1.42623 1.17315
H: 4.27522 -1.38004 2.84640
H: 1.92000 -1.49982 2.11257
Cl: -4.80963 0.42406 -1.29485
C: -4.57899 0.18861 0.45869
Cl: -4.77641 -1.51239 0.88028
C: -3.17167 0.66485 0.91344
O: -3.19569 0.68270 2.26609
O: -2.18135 0.03488 0.27699
H: -5.33254 0.76668 0.97077
N: 0.35677 0.16723 -2.95396
N: -0.61566 0.46676 -1.96031
H: -0.07404 0.23624 -3.86411
H: 0.63288 -0.79379 -2.80084
H: -1.50909 -0.00459 -2.10005
H: -0.78226 1.46213 -1.99328



[3]
The following is a quantum chemistry calculation of an isolated ion of composition C5H6N2 and charge +2 at a distorted geometry, from the Open Molecules 2025 dataset.

Properties
Net charge: +2
Energy above the lowest of the compared OMol25 structures with the same formula, charge and spin: 41.3 kcal per mole
Frontier orbital gap: 7.87 eV
LUMO energy: -0.417 Eh

Atoms and positions in Å:
C: 2.98900 -2.01731 -0.05507
C: 0.47364 -1.07888 0.30507
C: -2.28384 0.51485 -0.73467
C: -0.52420 1.13983 0.91853
C: 0.17104 0.22441 -0.12814
N: 1.89426 -1.56188 0.06854
N: -1.23493 0.61734 -0.06778
H: 3.92683 -2.48032 -0.19262
H: -2.18090 -0.26235 -1.54055
H: -3.34154 1.05361 -0.69267
H: -0.68521 1.04427 2.03894
H: -0.12073 2.15602 0.85086
H: 0.91657 0.65041 -0.77043



[4]
The following is a quantum chemistry calculation of C26H34N6O6S2Sc as an isolated structure, from the Open Molecules 2025 dataset.

Properties
Net charge: +1
Energy above the lowest of the compared OMol25 structures with the same formula, charge and spin: 4.4 kcal per mole
Frontier orbital gap: 8.02 eV
LUMO energy: -0.118 Eh

Atoms and positions in Å:
Sc: 0.38680 -0.26488 0.52647
O: -3.44991 -0.24816 -1.94912
C: -2.46235 -0.17204 -1.06849
O: -1.28927 -0.07249 -1.36558
C: -2.89627 -0.21495 0.35582
C: -4.18783 -0.38601 0.81442
C: -4.37671 -0.45064 2.19352
C: -3.28548 -0.34964 3.04169
C: -2.03040 -0.16538 2.47856
N: -1.85581 -0.09068 1.17059
C: -0.73596 -0.07151 3.25424
O: -0.70466 -0.23798 4.45205
O: 0.26900 0.18598 2.46806
H: -3.05856 -0.25572 -2.83932
H: -5.01168 -0.47280 0.12198
H: -5.37079 -0.58706 2.59639
H: -3.37625 -0.41232 4.11668
C: 2.72554 0.69034 5.08046
N: 3.04149 0.36603 3.69961
C: 2.66669 -0.75162 3.09754
N: 2.09405 -1.70948 3.82307
S: 2.90629 -0.97889 1.40711
H: 3.09608 1.68943 5.28865
H: 3.22378 -0.00071 5.76182
H: 1.64438 0.66792 5.24036
H: 3.38980 1.08429 3.08532
H: 1.79375 -1.55308 4.77113
H: 1.75834 -2.52342 3.33676
C: 4.36519 3.83937 0.05102
C: 4.53397 3.52378 -1.43144
C: 4.66562 2.02983 -1.71195
C: 3.42524 1.21821 -1.36758
N: 2.28187 1.63811 -2.17940
C: 1.11770 2.12931 -1.77172
S: 0.69357 2.23188 -0.09613
N: 0.29384 2.59228 -2.71032
C: -1.04000 3.15553 -2.53326
C: -1.17193 4.50114 -3.23524
C: -0.55012 5.68587 -2.49942
C: 0.96741 5.64601 -2.35141
H: 4.33561 4.91432 0.22675
H: 5.19707 3.43150 0.62901
H: 3.43915 3.41965 0.44908
H: 5.41951 4.03126 -1.81778
H: 3.68728 3.93368 -1.99251
H: 5.48663 1.61864 -1.11821
H: 4.93339 1.85605 -2.75875
H: 3.15349 1.34486 -0.32123
H: 3.58442 0.15274 -1.55110
H: 2.42964 1.58054 -3.17832
H: 0.63070 2.57063 -3.66314
H: -1.21547 3.25677 -1.46284
H: -1.77072 2.44390 -2.92559
H: -2.23823 4.69174 -3.37541
H: -0.74867 4.42524 -4.24369
H: -1.00957 5.76606 -1.51006
H: -0.83049 6.59454 -3.03542
H: 1.29716 4.84881 -1.68384
H: 1.33748 6.58215 -1.93495
H: 1.45605 5.50362 -3.31848
O: -0.17735 -2.31342 0.76168
C: 0.58629 -2.64910 -0.18635
N: 1.10839 -1.69747 -0.97459
C: 2.00737 -2.31533 -1.86108
O: 2.67042 -1.74545 -2.68759
C: 1.96637 -3.79513 -1.58125
C: 2.64584 -4.84311 -2.15972
C: 2.39852 -6.11635 -1.64850
C: 1.50701 -6.31653 -0.59654
C: 0.82547 -5.24814 -0.01812
C: 1.07724 -3.99718 -0.54031
H: 3.33874 -4.68231 -2.97379
H: 2.91241 -6.96799 -2.07251
H: 1.34360 -7.31845 -0.22542
H: 0.13357 -5.39562 0.79911



[5]
The following is a quantum chemistry calculation of C23H96Br2N2O30P3S as an isolated structure at a distorted geometry, from the Open Molecules 2025 dataset.

Properties
Net charge: +1
Frontier orbital gap: 7.28 eV
LUMO energy: -0.121 Eh

Atoms and positions in Å:
C: 4.81525 -1.60551 -4.08971
C: 3.51536 -1.08931 -3.80847
C: 2.11692 -0.24141 -3.44964
N: 2.03130 0.43054 -2.10314
C: 2.54638 -0.57199 -1.10245
C: 4.07304 -0.68897 -0.61014
C: 4.17052 -2.10781 0.28847
C: 3.37514 -2.04572 1.70860
C: 2.72550 1.80888 -2.05592
Br: 1.93113 3.18296 -3.34961
P: 4.50085 1.92645 -2.71241
N: 4.71280 1.76914 -4.32761
C: 2.56524 2.47740 -0.54788
P: 3.74031 3.97383 -0.12759
C: 5.56415 3.32453 0.17653
O: 3.75206 5.15714 -1.46130
C: 1.06444 2.56535 0.06520
S: 1.07901 1.67539 1.77082
C: 0.36955 3.97522 0.37086
C: 1.02819 5.21287 1.15855
C: 1.59306 4.93819 2.67986
O: 0.75030 5.15235 3.73002
O: 2.93491 4.45625 3.04170
C: -0.02918 1.73562 -0.92019
C: -1.53644 1.65582 -0.23827
O: -2.57920 0.95116 -0.95122
C: -3.77950 1.77429 -1.19839
C: -4.68624 2.05880 0.16332
C: -5.37313 0.67148 0.77879
C: 0.50188 0.50987 -1.79104
Br: -0.60851 0.80206 -3.51689
P: -0.20749 -1.28042 -1.37027
C: -0.86841 -1.38134 0.46402
C: -1.69777 -1.74706 -2.53460
C: -2.22238 -3.21369 -1.91444
H: 5.81878 -2.22522 -4.02311
H: 2.00185 0.44553 -4.38854
H: 1.37223 -1.15185 -3.62210
H: 2.39458 -1.71465 -1.42196
H: 2.00508 -0.31699 -0.06697
H: 4.50264 0.11309 0.11230
H: 4.89669 -0.88033 -1.42694
H: 5.33785 -2.21176 0.51574
H: 3.90260 -3.00830 -0.41152
H: 4.11986 -2.03622 2.64173
H: 2.61636 -1.16699 1.84004
H: 2.78606 -3.07867 1.81627
H: 5.48278 1.06373 -2.12933
H: 5.06077 3.27604 -2.53774
H: 3.78878 1.54112 -4.71518
H: 3.11142 1.72604 0.21078
H: 5.59296 2.15148 0.29742
H: 6.06913 3.88605 1.10128
H: 6.26529 3.59570 -0.74951
H: 2.75862 5.36505 -1.54099
H: -0.03500 2.14188 2.53503
H: -0.54814 3.74722 1.11178
H: -0.17065 4.46875 -0.57609
H: 0.11603 5.97062 1.34593
H: 1.77227 5.90307 0.52650
H: 2.81597 3.53652 3.46358
H: -0.27185 2.63085 -1.69394
H: -1.55770 1.25924 0.86567
H: -2.00566 2.75622 -0.14932
H: -4.47602 1.11614 -1.90970
H: -3.53507 2.75300 -1.79994
H: -3.97989 2.54166 0.98092
H: -5.50642 2.84119 -0.12470
H: -5.76446 0.88366 1.86532
H: -4.54934 -0.16826 0.87052
H: -6.28137 0.30180 0.14005
H: -0.82614 -2.54910 0.71121
H: -0.14996 -0.87217 1.23200
H: -1.99514 -1.08396 0.55756
H: -1.32787 -2.03117 -3.63284
H: -2.61326 -1.05821 -2.48962
H: -2.97162 -3.01555 -1.01358
H: -1.26375 -3.77069 -1.53438
H: -2.73846 -3.85605 -2.77492
O: -2.51080 -2.23217 2.73521
H: -2.72672 -3.15194 2.52001
H: -1.60658 -2.27865 3.08046
O: 1.20391 -2.94998 3.90575
H: 1.31637 -3.91077 3.96196
H: 1.43561 -2.63495 4.79235
O: 1.40344 0.78804 -6.38222
H: 0.92683 1.57432 -6.07640
H: 0.72562 0.26548 -6.83661
O: -2.37939 6.15732 0.23194
H: -3.07188 6.83293 0.28593
H: -2.29284 5.83758 1.14258
O: 3.44302 -4.16934 4.45591
H: 4.29012 -4.41043 4.05190
H: 3.42276 -3.20229 4.39770
O: -3.64812 -4.78219 1.29168
H: -4.43462 -4.78574 0.72572
H: -3.26136 -5.66093 1.16044
O: -6.41829 -3.67047 -0.39149
H: -5.81390 -2.91378 -0.42395
H: -7.21191 -3.35596 -0.85000
O: -5.00940 -1.90804 -3.47094
H: -4.46298 -2.32178 -4.15590
H: -4.66336 -1.00502 -3.40924
O: -3.66402 8.06054 2.35430
H: -4.13700 8.55024 3.04380
H: -2.73472 8.11652 2.62310
O: -7.98752 -1.86842 -2.07691
H: -7.14043 -2.10951 -2.48092
H: -8.00779 -0.90137 -2.13512
O: 8.03743 -1.91864 -4.95824
H: 7.91131 -0.95864 -4.92066
H: 8.02790 -2.11902 -5.90626
O: 4.60792 7.90173 -2.61282
H: 4.23796 7.02666 -2.42233
H: 5.23075 8.05567 -1.88662
O: 1.38398 3.63012 6.18030
H: 0.56460 3.15063 6.37423
H: 1.32805 3.81462 5.23066
O: -2.81602 -5.91648 4.22522
H: -3.63540 -6.39598 4.41914
H: -2.87195 -5.73200 3.27557
O: 0.00755 0.22568 5.02718
H: 0.54836 0.68834 4.36962
H: -0.87928 0.59606 4.90330
O: -5.44471 2.25356 -3.93900
H: -4.84032 3.01024 -3.97146
H: -6.23833 2.56807 -4.39751
O: 4.59419 -6.92375 3.71832
H: 3.90170 -6.24814 3.77231
H: 4.68074 -7.24349 4.62896
O: -4.39208 -8.03475 5.83430
H: -4.76204 -8.90982 6.02479
H: -3.76925 -7.88081 6.56050
O: 2.05529 -0.92693 6.84713
H: 2.65968 -0.17025 6.81467
H: 1.26167 -0.61242 6.38862
O: -4.17454 -2.43533 -6.47824
H: -4.96104 -2.43888 -7.04421
H: -3.78778 -3.31407 -6.60948
O: -2.92251 -8.48180 8.52329
H: -2.81005 -9.44258 8.57950
H: -2.69081 -8.16676 9.40988
O: -1.38179 9.04072 4.59015
H: -1.07992 9.95528 4.48355
H: -0.56166 8.53257 4.68052
O: -7.38179 -6.64825 5.30187
H: -7.07992 -5.73369 5.19527
H: -6.56166 -7.15639 5.39225
O: -2.43723 -4.98461 -4.70364
H: -2.65314 -5.90438 -4.91884
H: -1.53300 -5.03109 -4.35839
O: 8.61660 -1.11424 -7.56582
H: 9.46370 -1.35533 -7.96983
H: 8.59634 -0.14720 -7.62403
O: 1.45625 4.40865 -6.47972
H: 1.99946 4.13534 -5.72530
H: 1.62092 5.36067 -6.55401